Here is a cluster of 21 separate species, C66H168N6O42 in total at a distorted geometry from the OMol25 dataset. Energies are from ωB97M-V with the def2-TZVPD basis set.

Element x y z (Å)
O1 -4.3299 1.4850 -3.2860
O2 3.0521 4.3739 -7.1408
O3 -4.8227 1.2391 1.1834
O4 -2.7832 1.1916 -6.4544
O5 -7.0307 -3.0097 4.3597
O6 2.9943 7.8175 0.3534
O7 -0.2117 3.8872 -4.5235
O8 -3.6517 -4.5215 -3.4519
O9 0.3314 0.4668 -1.1221
O10 -4.2220 -10.0733 5.9467
O11 8.2547 -2.0221 4.4449
O12 0.2868 -3.3826 4.9479
O13 5.1041 2.2438 -2.7231
O14 -1.5353 -4.3750 5.3020
O15 -7.5651 1.5445 2.6991
O16 -0.7410 6.8538 -4.0261
O17 4.7037 -1.6153 -5.5902
O18 4.0701 -0.4554 -2.4216
O19 -1.2823 5.4638 4.7269
O20 3.8306 -6.9492 0.0115
O21 -4.9296 -2.6026 4.7462
O22 -0.6159 -3.3686 8.6100
O23 -0.0467 -1.7092 9.6919
O24 3.9711 1.5207 5.5774
O25 2.7129 -0.5283 -7.3787
O26 -3.1466 1.0534 5.5127
O27 -1.9903 -8.6625 4.5882
O28 -1.9199 -6.0800 -5.4436
O29 -7.0784 2.2328 -2.8795
O30 2.7720 1.8323 1.2059
O31 -1.4580 -1.3482 -6.0454
O32 3.4311 8.4636 2.7117
O33 -4.7933 -3.3389 0.7484
O34 -1.7176 1.3891 3.9116
O35 3.4360 4.4870 2.7177
O36 -3.4276 -4.9354 1.0533
O37 -2.0967 6.1641 2.8664
O38 3.0875 -4.1558 0.7380
O39 5.9204 -3.4522 5.3440
O40 0.5845 3.4906 -8.5492
O41 0.0050 -2.0633 0.4119
O42 1.6257 -0.2568 7.3306
N1 -2.3818 0.6737 4.5874
N2 -0.3342 -4.2995 5.4286
N3 -6.0986 -2.2292 4.5958
N4 -0.6208 -2.1382 8.7466
N5 -4.5045 -4.4019 1.2720
N6 -2.0847 5.4447 3.8225
C1 2.5509 1.5611 5.7781
C2 -0.2206 1.4408 -1.9620
C3 -5.7477 2.2871 1.0144
C4 5.8871 -2.3448 4.4015
C5 4.8061 -7.1921 1.0249
C6 4.4439 -0.2400 -5.7618
C7 -6.7249 1.5051 -4.0110
C8 2.8260 -0.9213 -2.8298
C9 1.8139 8.1174 1.0909
C10 -1.2115 4.6182 -5.2889
C11 -1.7113 5.9048 -4.6140
C12 -6.4429 -0.7828 4.4038
C13 -1.8871 -0.4789 -4.9852
C14 -1.3307 8.0973 -3.6702
C15 -1.2547 -1.2611 7.7361
C16 2.8391 7.2073 -0.8491
C17 4.1907 9.4287 3.4994
C18 -2.3579 -7.6444 3.7053
C19 -5.1085 -0.0434 0.6657
C20 -6.4921 2.5149 2.3416
C21 -5.2135 1.7537 -4.4073
C22 -8.8191 1.8637 2.1336
C23 -7.3718 3.5739 -3.2111
C24 -3.8050 -3.4900 -2.4968
C25 1.6781 2.6665 -8.4202
C26 2.0850 0.0744 5.9741
C27 5.0597 -4.5968 4.9876
C28 2.6485 -0.4696 8.2881
C29 -1.3259 -2.4305 0.8148
C30 2.9550 -0.0658 -6.0463
C31 -3.8146 2.6176 -2.6109
C32 5.0812 1.5462 -1.4771
C33 4.2613 5.1417 -7.0656
C34 0.4624 -0.8164 0.9778
C35 -5.5868 -10.4465 5.6645
C36 -5.4732 -5.0547 2.1552
C37 2.1890 9.0558 2.2359
C38 4.8260 1.4977 6.6872
C39 1.0526 4.4404 -4.4471
C40 0.3445 -5.4293 6.1376
C41 7.0325 -1.3488 4.5394
C42 -3.1934 4.3538 3.8821
C43 -3.8953 -8.7184 6.2073
C44 -2.4754 -5.2878 -3.2463
C45 5.9996 -1.9077 -5.1626
C46 4.0626 3.1004 -3.1060
C47 3.2823 5.2752 3.8036
C48 3.0260 3.3861 -8.2309
C49 2.9064 -3.7305 -0.6592
C50 3.9078 0.5241 -1.3799
C51 -2.3904 -8.4323 5.9409
C52 -2.5995 0.5448 -7.7591
C53 -0.1909 0.3552 0.1263
C54 9.4941 -1.2925 4.6771
C55 -1.7614 0.9427 -5.5185
C56 -2.4754 -6.4747 -4.2513
C57 2.1783 4.0646 2.1123
C58 -0.9390 -6.9929 -5.9595
C59 1.3738 -0.6144 -7.7567
C60 2.3705 3.1704 0.8660
C61 -2.1811 -0.7133 4.0846
C62 3.9729 1.7813 1.9824
C63 2.5360 -6.6498 0.3770
C64 0.5851 4.4547 -9.6040
C65 -1.6005 -2.7231 -5.8099
C66 2.3459 -5.3192 1.2036
H1 -4.0780 -3.9479 -1.5461
H2 -1.9180 1.5097 -4.6009
H3 1.4953 4.5869 -5.4323
H4 0.9809 4.0747 -10.5458
H5 -0.0067 1.3044 -3.0220
H6 -1.5434 -3.4575 0.5213
H7 2.1318 10.1113 1.9699
H8 3.9835 -0.0434 -0.4524
H9 1.5804 3.6747 -3.8785
H10 -3.4258 -7.6153 3.4887
H11 5.0776 2.3687 -0.7619
H12 -5.2928 3.2764 0.9649
H13 -0.5771 8.8182 -3.3530
H14 -2.6323 -3.0713 -5.7629
H15 6.7145 -1.5425 -5.8999
H16 0.2921 -0.7046 2.0486
H17 -1.9869 8.4251 -4.4765
H18 -0.0264 -7.0343 -5.3649
H19 2.8110 -0.7034 5.7371
H20 -6.0432 -9.9199 4.8263
H21 -1.1417 -3.0021 -4.8614
H22 2.1561 -6.6774 -0.6442
H23 2.2689 -1.2265 -1.9441
H24 -5.9170 -0.5535 1.1894
H25 1.1146 8.6243 0.4259
H26 -3.3239 1.0351 -8.4094
H27 3.9316 3.8587 -2.3341
H28 0.9513 5.3054 -3.7916
H29 -3.7480 2.2371 -1.5917
H30 3.0815 3.5947 0.1572
H31 -2.3365 -5.6420 -2.2248
H32 -5.6973 -6.0122 1.6849
H33 4.1390 5.8656 -7.8712
H34 4.6275 2.6340 1.8026
H35 -5.6176 -11.5360 5.6510
H36 1.3992 3.0516 0.3858
H37 3.8931 7.2784 -1.1177
H38 -2.8772 2.9490 -3.0578
H39 6.8833 -0.7245 5.4204
H40 4.6255 0.3340 -4.8531
H41 -6.2927 -10.2680 6.4756
H42 2.8612 6.2505 3.5593
H43 3.0506 -2.6502 -0.6429
H44 1.2563 5.2658 -9.3216
H45 1.3112 8.9427 2.8722
H46 -6.9826 3.4881 2.3175
H47 -2.2503 -1.6602 7.5420
H48 2.9424 -1.7868 -3.4820
H49 1.3884 7.1746 1.4345
H50 -5.2715 -0.0296 -0.4119
H51 5.2259 0.0747 -6.4529
H52 -2.7292 3.6225 3.2205
H53 -7.0426 0.4763 -3.8421
H54 1.4015 -5.2478 6.3324
H55 -4.4948 -2.7766 -2.9479
H56 4.4593 -7.8933 1.7840
H57 -3.4049 4.0327 4.9020
H58 -4.1983 -0.5950 0.9010
H59 0.9814 -1.5258 -7.3056
H60 5.6366 -7.6623 0.4983
H61 -2.7811 -0.5282 -7.8199
H62 -1.8409 -9.2226 6.4523
H63 5.3373 0.5414 6.5770
H64 4.8008 10.1395 2.9420
H65 -2.1302 -7.3803 -3.7525
H66 9.6299 -1.0003 5.7184
H67 4.0561 -4.2021 5.1460
H68 2.9421 1.0288 -1.4086
H69 2.1773 -0.1194 -3.1823
H70 -0.0284 1.3361 0.5730
H71 3.6560 1.6500 3.0170
H72 2.5963 6.1510 -0.7332
H73 -3.5033 -6.6002 -4.5915
H74 5.0730 4.4144 -7.0850
H75 4.2015 5.5249 4.3336
H76 4.2794 5.5988 -6.0763
H77 -1.2416 -8.0371 -5.8798
H78 -7.4271 -0.6059 4.8377
H79 -0.7702 1.0739 -5.9526
H80 -2.9169 -0.6385 -4.6655
H81 -9.5065 1.0258 2.2491
H82 3.1881 2.5017 -3.3605
H83 -6.5267 4.1379 -3.6057
H84 -1.4122 -0.7579 -4.0447
H85 -1.2259 -1.0149 4.5143
H86 -5.0973 2.7314 -4.8750
H87 2.0568 -7.4888 0.8816
H88 -2.2694 -0.7055 2.9982
H89 1.5662 1.8965 -9.1835
H90 -6.2776 -4.3197 2.1817
H91 10.3975 -1.8662 4.4704
H92 -4.9114 1.1977 -5.2949
H93 2.2901 7.7229 -1.6371
H94 4.5175 0.8492 1.8316
H95 2.0913 2.0018 4.8935
H96 2.7456 -5.4570 2.2083
H97 1.4685 2.0430 -7.5511
H98 2.4055 -1.1412 9.1115
H99 -4.4597 3.4924 -2.5293
H100 5.9128 -2.7044 3.3729
H101 -2.1747 -7.4393 6.3354
H102 -1.2676 0.3320 -0.0420
H103 3.5790 9.7172 4.3542
H104 2.6355 0.9515 -5.8201
H105 4.9416 8.7679 3.9325
H106 6.1422 -1.6075 -4.1245
H107 -0.4152 4.8810 -9.6794
H108 -2.4083 5.6998 -3.8013
H109 4.4312 3.5998 -4.0020
H110 5.6010 2.2641 6.6992
H111 -0.8434 4.7368 -6.3080
H112 -4.1359 -8.4735 7.2418
H113 -1.5690 -4.7270 -3.4743
H114 5.3422 -4.9495 3.9957
H115 -8.1973 3.7387 -3.9035
H116 5.0840 -5.4709 5.6384
H117 -8.6213 2.0629 1.0803
H118 1.4993 3.6731 2.8699
H119 4.3415 1.5380 7.6627
H120 -1.8070 -7.7575 2.7716
H121 -6.3766 -0.6951 3.3193
H122 4.9491 -1.7926 4.4592
H123 9.4917 -0.4124 4.0341
H124 -2.9908 -1.2948 4.5254
H125 2.3790 -0.6923 -5.3652
H126 -2.1391 4.0461 -5.2707
H127 -4.8723 -5.0972 3.0636
H128 -1.6509 0.8123 -8.2248
H129 6.0767 -2.9927 -5.0936
H130 1.3143 -5.0356 1.4118
H131 -4.3793 -8.0219 5.5227
H132 2.2958 2.1361 6.6682
H133 -6.4914 1.9727 0.2822
H134 3.5696 -0.8481 7.8449
H135 6.9550 -0.6934 3.6719
H136 -1.3317 -0.2973 8.2393
H137 3.7574 2.5917 -8.0820
H138 1.5498 -0.7554 1.0219
H139 1.2206 0.0022 5.3140
H140 -9.2667 2.7968 2.4759
H141 -2.3976 6.4829 -5.2328
H142 1.2159 -0.5776 -8.8346
H143 0.1298 2.4460 -1.7281
H144 -1.8735 7.9326 -2.7395
H145 -1.0840 -3.2518 -6.6110
H146 1.7056 4.9674 1.7255
H147 -0.6064 -1.3144 6.8614
H148 3.2958 3.9598 -9.1176
H149 2.8296 0.5546 8.6143
H150 3.6799 -4.2769 -1.1988
H151 5.3335 -6.3048 1.3752
H152 -7.5053 4.0007 -2.2170
H153 2.5654 4.8486 4.5052
H154 -1.4816 -2.4698 1.8929
H155 -2.0495 -1.9394 0.1641
H156 -0.6425 -6.6754 -6.9592
H157 -2.8411 -2.9844 -2.4389
H158 0.1942 -6.3403 5.5584
H159 -0.1392 -5.6727 7.0836
H160 -1.3063 1.3770 -1.8892
H161 -4.0327 4.9046 3.4573
H162 5.9662 0.9221 -1.3525
H163 0.7999 0.2493 -7.4211
H164 -5.7443 -0.1537 4.9553
H165 -7.4045 1.7225 -4.8351
H166 -5.7299 2.6238 3.1131
H167 -2.1341 -6.6501 4.0917
H168 1.9525 -3.9507 -1.1383

## Properties
Frontier orbital gap, eV: 8.53
Spin multiplicity: 1
Energy, Eh: -6102.526242
Highest occupied orbital energy, eV: -8.9
LUMO energy, eV: -0.399